# 1
A structure of composition C33H54AlF15NO13S2 in a non-equilibrium geometry. Source: the OMol25 dataset; level of theory: wB97M-V/def2-TZVPD.

Computed properties:
2S+1: 1
Energy in eV: -132233.9137
Charge: -1
Kohn-Sham gap in hartree: 0.2240

Last column: Mulliken charge in e.
Atoms and positions in Å:
C1 -0.1490 -2.4762 5.8646  -1.0277
C2 -0.6780 -3.8999 6.0088  -0.2323
O1 0.2110 -4.8407 5.4532  -0.3459
C3 -0.3778 -5.7681 4.5427  -0.7854
C4 -0.3825 -5.3284 3.0830  -0.5182
Al1 1.2008 -4.2442 2.3956  -0.3596
C5 0.7751 -3.7520 0.4441  -0.9630
C6 0.7368 -2.2122 0.2475  0.8662
C7 1.5485 -1.7177 -0.9589  -1.2470
S1 3.2106 -1.2812 -0.4936  0.0811
C8 3.0150 0.2186 0.4075  0.1660
S2 1.7621 1.2523 0.0970  -0.2835
N1 4.0588 0.4769 1.2581  0.4620
C9 3.9394 1.6690 2.1049  -1.3620
C10 2.9719 1.5145 3.2851  -1.1926
C11 4.6802 -0.6648 1.9715  -0.7875
C12 6.0277 -1.0925 1.3613  -0.7522
C13 2.9878 -5.2502 2.3873  -0.4063
O2 2.9392 -6.6590 2.0513  -0.3670
O3 2.2394 -7.3185 3.1201  -0.3434
H1 -0.4873 -2.0165 4.9398  0.1694
H2 -0.4086 -1.8582 6.7230  0.4163
H3 0.9370 -2.5253 5.7984  0.2325
H4 -1.6604 -3.9791 5.5374  0.2976
H5 -0.8142 -4.1230 7.0738  0.3113
H6 -1.4026 -5.9774 4.8798  0.3833
H7 0.1800 -6.6973 4.6556  0.2193
H8 -0.4388 -6.2459 2.4833  0.4334
H9 -1.3141 -4.7896 2.8759  0.5154
H10 1.4267 -2.8399 3.1836  -0.2673
H11 1.5462 -4.1804 -0.2042  0.3369
H12 -0.1801 -4.1854 0.1379  0.4785
H13 -0.3022 -1.9241 0.1085  -0.4643
H14 1.1062 -1.7256 1.1502  0.0098
H15 1.6145 -2.5103 -1.7031  0.5457
H16 1.0443 -0.8827 -1.4437  0.3669
H17 4.9386 1.8548 2.5026  0.5633
H18 3.6928 2.5313 1.4958  0.6362
H19 2.4699 2.4658 3.4524  0.3361
H20 2.2033 0.7776 3.0664  0.3234
H21 3.4997 1.2398 4.1941  0.3766
H22 4.8593 -0.3463 2.9957  0.4715
H23 3.9953 -1.5023 2.0250  0.4254
H24 6.2054 -0.5322 0.4479  -0.2167
H25 6.0647 -2.1604 1.1653  0.3106
H26 6.8470 -0.8526 2.0392  0.3978
H27 3.6118 -4.8467 1.5822  0.1668
H28 3.5494 -5.1265 3.3217  0.3654
H29 1.4347 -7.6008 2.6710  0.3116
C14 6.2874 -0.4886 -2.6745  -0.4116
C15 7.5710 -0.7263 -3.4347  -0.4356
O4 8.2937 0.5201 -3.5855  -0.3199
C16 9.0368 0.8736 -2.5545  0.3864
O5 9.2388 0.2570 -1.5519  -0.5123
C17 9.6455 2.2674 -2.8018  0.9140
F1 8.7465 3.1108 -3.3107  -0.2564
F2 10.6739 2.1923 -3.6537  -0.2754
F3 10.0848 2.7699 -1.6533  -0.2476
H30 5.6888 0.2742 -3.1727  0.2993
H31 5.6993 -1.4025 -2.6104  0.3657
H32 6.4892 -0.1458 -1.6611  -0.1674
H33 7.3753 -1.0701 -4.4476  0.3369
H34 8.2077 -1.4589 -2.9419  0.3440
C18 -4.2035 0.9195 -3.1603  -0.9534
C19 -3.4105 1.6162 -2.0774  -0.3649
O6 -3.6842 1.0363 -0.7874  -0.3461
C20 -3.0120 -0.0707 -0.5019  0.3784
O7 -2.2242 -0.6345 -1.1962  -0.5381
C21 -3.3639 -0.5378 0.9251  0.9450
F4 -4.6848 -0.4679 1.1417  -0.2640
F5 -2.7569 0.2451 1.8191  -0.2676
F6 -2.9755 -1.7858 1.1139  -0.2401
H35 -5.2661 0.9327 -2.9246  0.1153
H36 -4.0519 1.4169 -4.1186  0.4285
H37 -3.8954 -0.1213 -3.2593  0.4167
H38 -3.7059 2.6596 -1.9854  0.3453
H39 -2.3396 1.5815 -2.2733  0.3495
C22 7.6885 3.9911 0.8158  -0.7109
C23 7.9502 4.5997 2.1744  -0.3326
O8 6.7815 5.2838 2.6739  -0.3412
C24 5.8815 4.5228 3.2763  0.3436
O9 5.9375 3.3463 3.4659  -0.5464
C25 4.7147 5.4000 3.7733  0.8953
F7 4.3396 6.2843 2.8480  -0.2635
F8 5.0974 6.0770 4.8642  -0.2750
F9 3.6720 4.6504 4.0898  -0.2038
H40 7.3436 4.7530 0.1164  0.3225
H41 8.6004 3.5428 0.4238  0.2543
H42 6.9236 3.2168 0.8751  0.1248
H43 8.7215 5.3645 2.1179  0.3543
H44 8.2669 3.8491 2.8969  0.3199
C26 -9.6725 -2.2532 -2.2560  -1.0860
C27 -8.5367 -2.7598 -3.1164  -0.2043
O10 -8.5243 -2.0995 -4.4017  -0.3555
C28 -7.9395 -0.9146 -4.4299  0.2907
O11 -7.4351 -0.3356 -3.5165  -0.4453
C29 -7.9544 -0.3588 -5.8677  0.8864
F10 -9.1453 -0.5324 -6.4471  -0.2680
F11 -7.0367 -0.9865 -6.6092  -0.2779
F12 -7.6765 0.9366 -5.8596  -0.1631
H45 -10.6247 -2.3696 -2.7743  0.3106
H46 -9.7100 -2.8153 -1.3238  0.3740
H47 -9.5426 -1.1983 -2.0168  0.2924
H48 -8.6572 -3.8157 -3.3456  0.3173
H49 -7.5724 -2.6231 -2.6301  0.3023
C30 -10.7919 6.1057 -2.8429  -1.1151
C31 -10.3215 5.2207 -3.9760  -0.2147
O12 -8.9585 4.8005 -3.7749  -0.3025
C32 -8.7856 3.7559 -2.9786  0.1251
O13 -9.6337 3.1308 -2.4169  -0.5183
C33 -7.2866 3.4054 -2.9061  1.1403
F13 -6.5376 4.5022 -2.7570  -0.2940
F14 -6.9240 2.7989 -4.0369  -0.2191
F15 -7.0493 2.5953 -1.8881  -0.2292
H50 -10.1232 6.9581 -2.7230  0.3023
H51 -11.7956 6.4750 -3.0508  0.3739
H52 -10.8138 5.5574 -1.9020  0.3158
H53 -10.3114 5.7640 -4.9181  0.3177
H54 -10.9579 4.3449 -4.0926  0.3237

Atoms 1-6, force components in eV/Å:
0.3 -0.2 -0.1
0.0 0.3 0.1
0.0 0.0 0.0
-0.2 -0.2 -0.2
0.3 0.0 0.3
-0.1 -0.2 -0.4

---

# 2
A structure of composition C33H54Cl2FI2N2OReSSbSi3. Source: the OMol25 dataset; level of theory: wB97M-V/def2-TZVPD.

Computed properties:
2S+1: 2
Energy in eV: -127212.2410
Charge: +2
Energy above the lowest of the compared OMol25 structures with the same formula, charge and spin in eV: 0.000
Kohn-Sham gap (spin up / spin down) in hartree: 0.2698 / 0.2616

Last column: Mulliken charge in e.
Atoms and positions in Å:
Re1 1.4431 0.0720 0.8253  -1.0554
I1 -1.3789 -3.3861 -2.3159  0.1267
C1 0.6538 -3.1148 -1.8224  -0.2949
I2 1.3418 -1.1061 -2.0575  0.1637
H1 1.2634 -3.7221 -2.4798  0.5640
H2 0.8158 -3.3726 -0.7806  -0.3261
C2 -3.0827 1.6052 1.7248  -0.9386
Sb1 -2.5747 3.2075 0.4079  0.5837
C3 0.9903 1.4902 1.9716  1.7324
C4 0.9126 2.5766 0.9782  0.3773
C5 1.1489 3.9384 1.1442  -0.5357
C6 1.1223 4.7605 0.0268  -0.8819
C7 0.8982 4.2126 -1.2296  -0.8789
C8 0.7208 2.8405 -1.3252  -0.6819
N1 0.7072 2.0495 -0.2566  0.3795
Si1 0.7306 1.6348 3.8366  -0.3236
C9 2.4030 1.8326 4.6360  -1.1149
C10 -0.1429 0.1058 4.4645  -0.6982
C11 -0.3877 3.0937 4.2003  -0.8336
C12 -4.4377 3.4734 -0.7167  1.8599
C13 -4.0466 2.3530 -1.6095  -1.7736
C14 -4.7313 1.7675 -2.6698  -0.5075
C15 -4.1155 0.7501 -3.3745  -0.7626
C16 -2.8386 0.3108 -3.0191  -1.0287
C17 -2.2087 0.9037 -1.9518  -0.0612
N2 -2.8107 1.9015 -1.2900  0.5617
Si2 -6.0579 3.3097 0.2984  0.3695
C18 -5.8102 4.2676 1.8873  -1.0543
C19 -6.3879 1.5055 0.6674  -1.1249
C20 -7.5280 4.0074 -0.6152  -1.2075
Si3 -4.2836 5.1228 -1.7105  0.0855
C21 -5.4232 5.1265 -3.1861  -1.0754
C22 -4.6010 6.5619 -0.5699  -1.0562
C23 -2.5356 5.2230 -2.3890  -1.1189
H3 -2.1445 1.1639 2.0634  -0.3385
H4 -3.6890 0.8555 1.2235  0.5382
H5 -3.6179 1.9955 2.5912  0.5174
H6 1.3493 4.3401 2.1271  0.4730
H7 1.2819 5.8259 0.1346  0.5264
H8 0.8707 4.8279 -2.1173  0.5780
H9 0.5785 2.3603 -2.2881  0.4433
H10 3.0412 0.9745 4.4138  0.2621
H11 2.3119 1.9108 5.7213  0.4048
H12 2.9108 2.7330 4.2822  0.3362
H13 -1.1041 -0.0374 3.9639  0.0936
H14 -0.3488 0.2233 5.5309  0.4978
H15 0.4543 -0.7990 4.3496  0.2988
H16 0.0220 4.0592 3.9037  0.3274
H17 -0.5771 3.1414 5.2754  0.4647
H18 -1.3584 2.9736 3.7115  0.1167
H19 -5.7251 2.1093 -2.9240  0.6425
H20 -4.6313 0.2860 -4.2052  0.5171
H21 -2.3501 -0.4922 -3.5512  0.5904
H22 -1.2384 0.5762 -1.5942  0.0886
H23 -4.9198 3.9696 2.4495  0.2612
H24 -6.6624 4.0955 2.5492  0.4415
H25 -5.7509 5.3418 1.7095  0.3159
H26 -6.1559 0.8501 -0.1757  0.3602
H27 -7.4496 1.3771 0.8896  0.4916
H28 -5.8351 1.1520 1.5375  0.2931
H29 -7.4230 5.0722 -0.8254  0.3348
H30 -8.4175 3.8873 0.0079  0.4428
H31 -7.7230 3.4906 -1.5569  0.3478
H32 -6.4772 5.0266 -2.9340  0.3692
H33 -5.1585 4.3507 -3.9070  0.3374
H34 -5.2991 6.0838 -3.6998  0.4364
H35 -5.6498 6.6266 -0.2767  0.3237
H36 -4.3499 7.4932 -1.0823  0.4321
H37 -3.9977 6.5178 0.3398  0.3099
H38 -2.2555 4.3186 -2.9379  0.3253
H39 -1.7751 5.4166 -1.6294  0.1576
H40 -2.4953 6.0508 -3.1016  0.5622
Cl1 -1.0796 -4.0241 1.4679  -0.0847
C24 -0.7179 -2.5081 2.2489  0.0156
Cl2 -0.6372 -1.1469 1.0342  0.2066
H41 0.2551 -2.5422 2.7174  -0.4351
H42 -1.5116 -2.2454 2.9382  0.4945
C25 4.9627 2.6860 0.0896  -1.0322
S1 4.4183 1.2345 0.9640  0.7441
C26 5.7705 0.1346 0.5925  -1.0933
O1 3.2555 0.7436 0.0526  -0.4107
H43 5.8618 3.0641 0.5764  0.4836
H44 4.1651 3.4228 0.1618  0.1749
H45 5.1584 2.4252 -0.9491  0.3688
H46 6.6751 0.5371 1.0482  0.4999
H47 5.8810 0.0399 -0.4867  0.3718
H48 5.5322 -0.8261 1.0456  0.2988
F1 3.5679 -6.2814 -0.2569  -0.3375
C27 3.3285 -5.0937 0.3155  0.4234
C28 3.7432 -3.9439 -0.3276  -1.1766
C29 3.4745 -2.7185 0.2661  -0.0520
C30 2.8047 -2.6199 1.4885  0.0288
C31 2.5212 -1.2723 2.1112  -1.0144
C32 2.4379 -3.8137 2.1135  -0.2836
C33 2.6853 -5.0504 1.5370  -0.9109
H49 4.2729 -4.0177 -1.2687  0.5138
H50 3.8001 -1.8179 -0.2394  0.6397
H51 3.4817 -0.8237 2.4044  0.6776
H52 2.0079 -1.4263 3.0658  0.4576
H53 1.9757 -3.7817 3.0941  0.5398
H54 2.4033 -5.9726 2.0265  0.5014

Atoms 1-6, force components in eV/Å:
-0.1 0.0 0.1
0.0 0.0 0.0
0.0 0.0 0.1
0.0 0.0 0.0
0.0 0.0 0.0
0.0 0.0 0.0

---

# 3
A cluster of 4 separate species, C33H54F3N3O8S in total in a non-equilibrium geometry. Source: the OMol25 dataset; level of theory: wB97M-V/def2-TZVPD.

Computed properties:
2S+1: 1
Energy in eV: -74928.9841
Charge: 0
Kohn-Sham gap in hartree: 0.3195

Last column: Mulliken charge in e.
Atoms and positions in Å:
C1 5.5002 -2.9888 2.4520  -0.5984
O1 6.3101 -1.8419 2.1172  -0.3761
C2 5.5953 -0.9454 1.2471  -0.3512
C3 6.6243 -0.2410 0.2590  -0.4978
C4 6.5319 1.3543 0.3329  -0.6746
C5 6.2734 1.9583 -1.1097  -1.0150
C6 4.7525 1.7368 -1.5420  -0.4126
C7 4.0349 3.0838 -1.9660  -0.6056
C8 2.7315 2.7464 -2.7970  -0.6603
C9 1.5253 3.7642 -2.5054  -0.6456
C10 0.4426 2.9268 -1.7571  1.1380
C11 -0.5243 2.0425 -2.4439  0.9519
C12 -0.4372 1.9735 -3.9976  -1.7801
C13 -1.5247 1.2632 -1.6942  1.4408
O2 -2.3909 0.4962 -2.4656  -0.7738
C14 -1.6007 1.2919 -0.2106  0.6342
C15 -2.6177 0.4461 0.6126  -0.0318
C16 -4.1273 0.5959 0.1265  -1.0915
C17 -4.6549 -0.8774 -0.1854  0.2139
C18 -4.7161 -1.7849 1.1086  -0.8927
C19 -3.7509 -3.0357 1.0891  -0.0154
C20 -3.7422 -3.8404 -0.2697  -0.7479
C21 -2.2462 -3.9706 -0.8292  -0.7211
S1 -1.9825 -3.0735 -2.4189  0.0198
C22 -2.2287 -4.1983 -3.7988  0.3375
N1 -1.6620 -5.3709 -4.1286  -0.2946
N2 -2.2555 -5.7317 -5.2999  -0.3789
C23 -3.1309 -4.7901 -5.6846  0.0281
O3 -3.1415 -3.7966 -4.7331  -0.2389
C24 -0.6542 2.1604 0.4412  -0.5884
C25 0.3325 2.9777 -0.3116  -0.7137
C26 1.1167 3.7963 0.7543  -0.3792
O4 2.1843 4.3380 0.7009  -0.5763
N3 0.2300 3.7540 1.8812  0.3866
C27 -0.5089 4.9689 2.2640  -0.6599
C28 -2.0777 4.8684 2.1948  -0.5043
C29 -2.7082 4.7603 3.6309  0.7315
F1 -2.3811 5.8798 4.3782  -0.2715
F2 -2.2529 3.6953 4.3488  -0.2265
F3 -4.0744 4.6666 3.5114  -0.2697
C30 -0.3969 2.4729 1.9553  -0.5861
O5 -0.6394 1.7509 2.8777  -0.5178
H1 4.4039 -2.7870 2.3110  0.2974
H2 5.6553 -3.2081 3.5452  0.2259
H3 5.8330 -3.8846 1.8549  0.2257
H4 5.0441 -0.1942 1.8729  0.2053
H5 4.8150 -1.4889 0.6422  0.3060
H6 6.3181 -0.5694 -0.7733  0.2253
H7 7.6490 -0.6167 0.5096  0.3820
H8 7.4934 1.7367 0.7614  0.3472
H9 5.6872 1.6229 1.0210  0.3259
H10 6.4657 3.0623 -1.1496  0.4310
H11 6.9171 1.4140 -1.8524  0.3513
H12 4.2293 1.2378 -0.6815  0.3052
H13 4.7653 0.9825 -2.3811  0.3237
H14 4.7301 3.6583 -2.6284  0.3446
H15 3.8343 3.6459 -1.0218  0.2005
H16 2.9331 2.6326 -3.8925  0.2467
H17 2.4087 1.7221 -2.4470  0.4643
H18 1.8382 4.6133 -1.8539  0.6156
H19 1.1128 4.0675 -3.4937  0.1147
H20 -0.4675 2.9768 -4.4863  0.3416
H21 0.5466 1.5081 -4.2926  0.2609
H22 -1.2215 1.2798 -4.4057  0.3292
H23 -2.4963 -0.3426 -1.9792  -0.1807
H24 -2.2793 -0.6268 0.5312  -0.0375
H25 -2.5557 0.7839 1.6733  0.4920
H26 -4.2000 1.2459 -0.7766  0.3530
H27 -4.7412 0.9616 0.9852  0.3874
H28 -5.7185 -0.7396 -0.5304  0.3090
H29 -3.9902 -1.2741 -0.9944  -0.1960
H30 -4.3677 -1.1369 1.9668  0.2592
H31 -5.7629 -2.0855 1.3924  0.4044
H32 -4.1364 -3.7468 1.8885  -0.1918
H33 -2.7274 -2.7250 1.4361  0.4096
H34 -4.0947 -4.8862 -0.0651  0.4400
H35 -4.3685 -3.3883 -1.0751  0.4299
H36 -1.9356 -5.0480 -0.9271  0.4561
H37 -1.5123 -3.5255 -0.1033  0.4085
H38 -3.7282 -4.8667 -6.6129  0.3720
H39 -0.2063 5.7720 1.5324  0.3550
H40 -0.1675 5.3607 3.2638  0.2973
H41 -2.4438 5.8645 1.8148  0.3963
H42 -2.4825 4.1070 1.4876  0.2177
C31 -3.5341 -4.4936 5.2904  -0.3574
O6 -3.9772 -4.3938 3.9407  -0.4857
H43 -2.9671 -3.5980 5.5395  0.2633
H44 -4.3958 -4.5730 5.9572  0.2511
H45 -2.8939 -5.3707 5.4036  0.0191
H46 -4.4749 -5.1961 3.7454  0.2358
C32 -1.6131 -8.1881 5.2296  -0.5192
O7 -3.0017 -8.0712 5.5193  -0.4913
H47 -1.2056 -7.1911 5.0700  0.2059
H48 -1.0958 -8.6584 6.0694  0.2586
H49 -1.4700 -8.7846 4.3252  0.2529
H50 -3.3407 -8.9622 5.6566  0.2896
C33 2.4755 6.1873 -5.1827  -0.5982
O8 2.3697 4.7687 -5.2277  -0.4065
H51 2.0030 6.5422 -4.2680  0.2535
H52 3.5276 6.4822 -5.1825  0.2568
H53 1.9675 6.6265 -6.0447  0.2765
H54 2.7931 4.4762 -6.0424  0.2590

Atoms 1-6, force components in eV/Å:
0.3 -0.1 0.7
-1.4 -0.5 -0.5
0.4 0.4 -0.5
-1.1 0.3 0.4
0.4 -0.5 -0.7
-0.8 -0.3 0.5